Record 1
Here is a molecular structure, C37H43AsBrNO4P2PbSi2Te4 from the Open Molecules 2025 dataset. Energies are from ωB97M-V/def2-TZVPD.

Positions of all 96 atoms, in Å:
Pb1 0.428 -2.754 1.008
Te1 -0.493 -5.551 1.422
Te2 1.977 -5.836 0.264
Te3 0.444 -4.931 -3.612
Te4 1.694 -3.756 -1.532
O1 0.610 -0.955 -1.678
P1 0.994 0.377 -2.193
C1 0.006 1.728 -1.459
P2 0.383 1.968 0.314
O2 1.219 0.927 0.942
C2 1.187 3.602 0.429
C3 2.185 3.720 1.392
C4 2.831 4.932 1.581
C5 2.487 6.033 0.809
C6 1.489 5.922 -0.152
C7 0.840 4.712 -0.337
C8 -1.189 2.249 1.155
C9 -2.295 2.831 0.544
C10 -3.453 3.053 1.271
C11 -3.505 2.701 2.612
C12 -2.401 2.127 3.226
C13 -1.242 1.901 2.500
C14 0.673 0.443 -3.979
C15 0.237 1.563 -4.682
C16 -0.046 1.473 -6.037
C17 0.100 0.259 -6.696
C18 0.529 -0.862 -5.999
C19 0.813 -0.774 -4.646
C20 2.725 0.808 -1.935
C21 3.643 -0.238 -1.879
C22 4.977 0.024 -1.611
C23 5.400 1.331 -1.414
C24 4.492 2.379 -1.485
C25 3.156 2.117 -1.742
H1 -1.022 1.366 -1.550
H2 0.115 2.657 -2.017
H3 2.464 2.841 1.960
H4 3.612 5.014 2.326
H5 2.999 6.977 0.950
H6 1.219 6.778 -0.758
H7 0.053 4.643 -1.080
H8 -2.272 3.082 -0.511
H9 -4.322 3.478 0.786
H10 -4.416 2.857 3.175
H11 -2.449 1.830 4.265
H12 -0.390 1.405 2.952
H13 0.113 2.516 -4.182
H14 -0.391 2.347 -6.575
H15 -0.139 0.185 -7.750
H16 0.620 -1.823 -6.490
H17 1.088 -1.672 -4.104
H18 3.309 -1.263 -1.970
H19 5.669 -0.799 -1.507
H20 6.438 1.528 -1.175
H21 4.815 3.399 -1.309
H22 2.456 2.942 -1.780
Br1 0.586 -1.117 4.592
C26 2.462 -1.331 4.258
C27 3.345 -1.180 5.313
C28 4.691 -1.327 5.008
C29 5.066 -1.600 3.705
C30 4.083 -1.758 2.732
N1 2.787 -1.623 3.027
C31 4.481 -2.119 1.284
O3 5.626 -1.743 0.959
O4 3.637 -2.768 0.640
H23 2.992 -0.964 6.310
H24 5.435 -1.226 5.790
H25 6.098 -1.691 3.399
C32 -4.165 -3.876 2.065
Si1 -3.585 -2.082 2.211
C33 -2.824 -1.941 3.936
C34 -5.169 -1.032 2.307
As1 -2.131 -1.275 0.591
Si2 -3.225 -2.237 -1.230
C35 -5.111 -2.002 -1.195
C36 -2.640 -1.311 -2.768
C37 -2.929 -4.070 -1.490
H26 -4.835 -4.114 2.899
H27 -3.321 -4.569 2.092
H28 -4.706 -4.059 1.136
H29 -3.597 -2.059 4.703
H30 -2.355 -0.965 4.071
H31 -2.064 -2.707 4.095
H32 -5.961 -1.570 2.838
H33 -5.539 -0.764 1.318
H34 -4.966 -0.105 2.844
H35 -5.388 -0.947 -1.136
H36 -5.586 -2.521 -0.361
H37 -5.523 -2.415 -2.122
H38 -2.932 -0.258 -2.718
H39 -3.053 -1.746 -3.683
H40 -1.545 -1.369 -2.830
H41 -3.230 -4.650 -0.617
H42 -1.875 -4.290 -1.671
H43 -3.493 -4.430 -2.358

Summary:
**Net charge**: -2
**Energy**: -248390.690 eV
**E_HOMO**: -0.0425 Ha
**Lowest unoccupied orbital energy**: 3.55 eV
**ΔE to the lowest compared entry with this formula, charge and spin**: 6.8 kcal/mol

---

Record 2
Here is a molecular structure, C37H43Br2IrN3O4Sb2 from the Open Molecules 2025 dataset. Energies are from ωB97M-V/def2-TZVPD.

Positions of all 92 atoms, in Å:
Ir1 -1.134 0.764 -0.574
C1 2.018 -5.155 -0.628
Sb1 1.300 -3.840 0.877
C2 0.298 -5.349 2.011
C3 4.803 -3.502 2.818
C4 3.974 -3.478 3.887
C5 3.464 -4.733 4.397
C6 2.553 -4.755 5.394
C7 2.111 -3.517 5.939
C8 2.574 -2.302 5.501
C9 3.540 -2.220 4.486
C10 4.033 -0.948 4.048
Sb2 2.830 -0.315 2.211
C11 2.981 1.773 2.688
C12 0.912 -0.566 3.124
H1 1.314 -5.968 -0.800
H2 2.978 -5.576 -0.324
H3 2.169 -4.590 -1.547
H4 0.995 -6.155 2.248
H5 -0.510 -5.770 1.412
H6 -0.114 -4.951 2.936
H7 5.187 -2.603 2.354
H8 5.102 -4.445 2.377
H9 3.834 -5.646 3.947
H10 2.164 -5.683 5.786
H11 1.387 -3.539 6.745
H12 2.221 -1.391 5.966
H13 5.056 -0.940 3.686
H14 3.856 -0.146 4.758
H15 3.337 1.929 3.705
H16 1.994 2.225 2.598
H17 3.660 2.269 1.997
H18 0.788 0.124 3.958
H19 0.769 -1.591 3.465
H20 0.160 -0.377 2.358
O1 -0.349 -3.472 -0.290
C13 -0.815 -2.274 -0.419
O2 -0.900 -1.446 0.489
C14 -1.200 -1.903 -1.819
C15 -0.531 -2.451 -2.901
C16 -0.792 -1.971 -4.178
C17 -1.717 -0.955 -4.387
C18 -2.415 -0.429 -3.313
C19 -2.158 -0.903 -2.027
H21 0.216 -3.214 -2.737
H22 -0.253 -2.381 -5.022
H23 -1.899 -0.589 -5.388
H24 -3.172 0.329 -3.465
H25 -2.845 -0.663 -1.214
N1 -2.897 1.732 -0.635
C20 -3.703 2.554 -0.770
N2 -4.623 3.460 -0.887
C21 -4.276 4.892 -0.758
C22 -4.406 5.583 -2.105
C23 -5.789 5.335 -2.707
C24 -6.070 3.840 -2.833
C25 -5.941 3.152 -1.483
H26 -3.272 4.962 -0.342
H27 -4.971 5.323 -0.032
H28 -3.633 5.204 -2.781
H29 -4.222 6.650 -1.975
H30 -5.867 5.817 -3.681
H31 -6.550 5.796 -2.069
H32 -5.366 3.385 -3.536
H33 -7.072 3.662 -3.225
H34 -6.044 2.071 -1.546
H35 -6.697 3.521 -0.786
Br1 0.231 2.164 -3.224
C26 1.421 0.747 -3.726
C27 1.802 0.815 -5.061
C28 2.657 -0.132 -5.596
C29 3.136 -1.157 -4.792
C30 2.739 -1.222 -3.471
C31 1.875 -0.281 -2.900
C32 1.492 -0.542 -1.461
O3 1.765 -1.626 -0.958
O4 0.898 0.415 -0.819
H36 1.428 1.621 -5.677
H37 2.951 -0.059 -6.634
H38 3.813 -1.899 -5.193
H39 3.093 -2.017 -2.830
Br2 0.436 6.073 3.127
C33 0.070 4.513 2.155
C34 -0.978 3.685 2.530
C35 -1.230 2.557 1.778
N3 -0.493 2.226 0.705
C36 0.533 3.020 0.359
C37 0.844 4.169 1.059
H40 -1.594 3.910 3.388
H41 -2.040 1.884 2.023
H42 1.098 2.697 -0.504
H43 1.674 4.782 0.740

Summary:
**Net charge**: +2
**Energy**: -207711.164 eV
**E_HOMO (spin up / spin down)**: -0.4723 / -0.4661 Ha
**Spin multiplicity**: 2
**Lowest unoccupied orbital energy (spin up / spin down)**: -7.03 / -7.03 eV
**ΔE to the lowest compared entry with this formula, charge and spin**: 53.2 kcal/mol

---

Record 3
Here is a molecular structure, C37H43IrN3O4PS5 in a non-equilibrium geometry from the Open Molecules 2025 dataset. Energies are from ωB97M-V/def2-TZVPD.

Positions of all 94 atoms, in Å:
Ir1 0.186 0.477 0.483
C1 -0.283 0.530 4.089
C2 0.503 -0.364 3.203
N1 -0.055 -0.911 2.133
N2 0.270 -2.189 1.833
C3 0.065 -2.639 0.653
S1 -0.326 -1.647 -0.720
S2 0.266 -4.386 0.465
C4 -1.214 -4.783 -0.559
C5 -2.445 -4.932 0.287
C6 -2.984 -6.188 0.548
C7 -4.093 -6.322 1.372
C8 -4.668 -5.205 1.957
C9 -4.137 -3.947 1.702
C10 -3.041 -3.813 0.867
C11 1.898 -0.665 3.459
C12 2.349 -1.246 4.642
C13 3.665 -1.639 4.773
C14 4.547 -1.423 3.714
C15 4.126 -0.821 2.547
C16 2.788 -0.411 2.376
O1 2.414 0.264 1.320
H1 -1.306 0.172 4.193
H2 -0.319 1.540 3.672
H3 0.200 0.577 5.064
H4 -0.961 -5.707 -1.074
H5 -1.306 -3.974 -1.282
H6 -2.528 -7.068 0.110
H7 -4.505 -7.305 1.564
H8 -5.522 -5.311 2.612
H9 -4.574 -3.069 2.162
H10 -2.641 -2.827 0.663
H11 1.636 -1.438 5.435
H12 3.999 -2.132 5.676
H13 5.583 -1.724 3.811
H14 4.820 -0.651 1.731
O2 -0.768 1.758 -0.902
C17 -2.153 1.938 -1.078
C18 -2.316 3.151 -1.985
C19 -1.326 3.864 -2.583
C20 -1.816 4.911 -3.412
C21 -3.171 4.965 -3.434
S3 -3.872 3.749 -2.442
C22 -2.862 2.232 0.247
C23 -3.219 3.445 0.743
C24 -3.729 3.395 2.070
C25 -3.721 2.145 2.588
S4 -3.126 1.007 1.445
C26 -2.745 0.736 -1.843
C27 -3.372 -0.404 -1.436
C28 -3.654 -1.311 -2.496
C29 -3.225 -0.853 -3.698
S5 -2.487 0.688 -3.557
H15 -0.282 3.627 -2.442
H16 -1.179 5.591 -3.959
H17 -3.811 5.655 -3.960
H18 -3.102 4.373 0.207
H19 -4.060 4.273 2.605
H20 -4.079 1.801 3.545
H21 -3.650 -0.620 -0.420
H22 -4.146 -2.263 -2.351
H23 -3.321 -1.315 -4.668
C30 4.856 1.445 -1.305
C31 3.573 1.359 -2.134
P1 2.131 0.365 -1.468
C32 2.961 -1.271 -1.243
C33 3.447 -2.054 -2.459
C34 1.091 0.406 -2.999
C35 1.573 -0.200 -4.317
H24 5.644 1.899 -1.908
H25 5.200 0.457 -1.004
H26 4.759 2.050 -0.407
H27 3.823 0.891 -3.087
H28 3.192 2.358 -2.366
H29 2.294 -1.889 -0.644
H30 3.797 -1.034 -0.582
H31 2.621 -2.564 -2.951
H32 4.157 -2.813 -2.129
H33 3.951 -1.421 -3.191
H34 0.903 1.477 -3.121
H35 0.128 -0.027 -2.732
H36 2.611 0.043 -4.546
H37 0.957 0.191 -5.128
H38 1.464 -1.282 -4.314
N3 2.753 3.117 1.111
C36 1.857 4.252 0.879
C37 0.490 3.793 1.487
O3 -0.421 4.580 1.556
O4 0.551 2.557 1.894
H39 2.975 2.565 0.291
H40 1.964 2.479 1.672
H41 3.580 3.298 1.663
H42 1.705 4.466 -0.176
H43 2.196 5.148 1.390

Summary:
**Energy**: -118026.684 eV
**E_HOMO (spin up / spin down)**: -0.2683 / -0.2822 Ha
**Spin multiplicity**: 5
**Lowest unoccupied orbital energy (spin up / spin down)**: -0.27 / -1.73 eV
**ΔE to the lowest compared entry with this formula, charge and spin**: 52.6 kcal/mol

---

Record 4
Here is a molecular structure, C37H43NO2PRu in a non-equilibrium geometry from the Open Molecules 2025 dataset. Energies are from ωB97M-V/def2-TZVPD.

Positions of all 85 atoms, in Å:
O1 3.112 0.941 -2.830
C1 3.611 -0.006 -3.901
C2 4.257 1.078 -4.722
H1 2.847 -0.580 -4.455
H2 4.413 -0.661 -3.503
C3 3.999 1.929 -3.472
H3 3.609 1.415 -5.530
H4 5.298 0.924 -4.980
C4 3.405 3.247 -3.918
H5 2.432 3.128 -4.417
H6 4.048 3.664 -4.707
H7 3.460 4.004 -3.125
C5 5.224 2.088 -2.603
H8 5.734 1.127 -2.482
H9 4.894 2.339 -1.585
H10 5.934 2.845 -2.976
Ru1 0.970 0.828 0.430
C6 1.762 -0.450 2.552
C7 1.690 -1.477 1.551
C8 2.531 -1.110 0.457
H11 1.045 -2.354 1.627
C9 2.965 0.247 0.668
C10 2.522 0.627 2.002
H12 2.896 1.487 2.543
H13 1.312 -0.459 3.557
H14 2.907 -1.696 -0.402
H15 3.606 0.809 0.003
C11 0.001 3.092 0.895
C12 1.409 2.861 0.702
C13 1.597 2.496 -0.702
H16 2.154 3.071 1.458
C14 0.302 2.543 -1.321
C15 -0.627 3.021 -0.370
H17 -1.643 3.365 -0.559
H18 -0.493 3.289 1.842
H19 2.535 2.391 -1.234
H20 0.094 2.236 -2.349
O2 -0.317 -1.193 -4.986
C16 0.004 -0.986 -3.574
C17 0.703 -2.284 -3.030
H21 -0.882 -0.822 -2.893
H22 0.602 -0.048 -3.530
C18 0.724 -3.273 -4.234
H23 0.128 -2.677 -2.163
H24 1.729 -2.093 -2.616
C19 -0.076 -2.592 -5.373
H25 0.213 -4.221 -4.070
H26 1.763 -3.434 -4.515
H27 -1.105 -3.048 -5.478
H28 0.467 -2.683 -6.349
N1 -0.612 0.412 1.256
P1 -1.852 -0.231 2.046
C20 -1.816 -2.012 2.120
C21 -1.512 -2.735 3.288
C22 -1.752 -4.113 3.351
C23 -2.105 -4.820 2.197
C24 -2.406 -4.104 1.026
C25 -2.280 -2.714 0.984
C26 -1.770 0.386 3.713
C27 -2.690 -0.131 4.645
C28 -2.640 0.257 5.984
C29 -1.707 1.210 6.411
C30 -0.820 1.763 5.478
C31 -0.833 1.336 4.139
C32 -3.556 0.162 1.552
C33 -3.791 1.452 1.042
C34 -5.091 1.867 0.720
C35 -6.192 1.032 0.946
C36 -5.980 -0.228 1.515
C37 -4.675 -0.673 1.782
H29 -1.129 -2.200 4.164
H30 -1.662 -4.630 4.311
H31 -2.233 -5.904 2.243
H32 -2.736 -4.657 0.135
H33 -2.516 -2.171 0.060
H34 -3.424 -0.873 4.321
H35 -3.336 -0.187 6.701
H36 -1.667 1.517 7.462
H37 -0.108 2.523 5.828
H38 -0.086 1.722 3.442
H39 -2.944 2.137 0.934
H40 -5.256 2.867 0.314
H41 -7.205 1.374 0.707
H42 -6.841 -0.875 1.725
H43 -4.540 -1.703 2.122

Summary:
**Net charge**: +1
**Energy**: -56509.797 eV
**E_HOMO (spin up / spin down)**: -0.3631 / -0.3920 Ha
**Spin multiplicity**: 5
**Lowest unoccupied orbital energy (spin up / spin down)**: -3.29 / -4.40 eV
**ΔE to the lowest compared entry with this formula, charge and spin**: 20.3 kcal/mol

---

Record 5
Here is a molecular structure, C37H43O2SiYb in a non-equilibrium geometry from the Open Molecules 2025 dataset. Energies are from ωB97M-V/def2-TZVPD.

Positions of all 84 atoms, in Å:
O1 1.835 -0.113 -1.562
C1 1.423 0.823 -2.662
C2 2.623 0.480 -3.524
H1 1.409 1.848 -2.276
H2 0.453 0.511 -3.065
C3 3.100 -0.352 -2.317
H3 3.216 1.363 -3.800
H4 2.343 -0.128 -4.394
C4 4.251 0.283 -1.559
H5 3.959 1.279 -1.198
H6 5.147 0.378 -2.195
H7 4.501 -0.339 -0.689
C5 3.301 -1.837 -2.552
H8 2.508 -2.250 -3.186
H9 3.295 -2.388 -1.599
H10 4.273 -2.022 -3.034
Yb1 0.338 -0.701 -0.052
C6 -0.794 -3.108 -0.076
C7 -1.746 -2.099 -0.362
C8 -1.444 -1.541 -1.631
H11 -2.569 -1.767 0.268
C9 -0.290 -2.213 -2.130
C10 0.115 -3.176 -1.161
H12 0.919 -3.891 -1.271
H13 -0.782 -3.738 0.806
H14 -1.984 -0.715 -2.082
H15 0.145 -2.083 -3.111
C11 0.699 -1.497 2.422
C12 1.654 -2.292 1.755
C13 2.621 -1.441 1.177
H16 1.644 -3.375 1.731
C14 2.270 -0.093 1.493
C15 1.076 -0.131 2.271
H17 0.520 0.737 2.613
H18 -0.148 -1.917 2.965
H19 3.525 -1.773 0.673
H20 2.821 0.797 1.223
O2 3.584 3.625 -5.084
C16 4.670 2.997 -5.827
C17 5.242 4.009 -6.843
H21 4.260 2.120 -6.372
H22 5.419 2.612 -5.106
C18 4.033 4.883 -7.136
H23 5.653 3.508 -7.728
H24 6.027 4.602 -6.359
C19 3.311 4.899 -5.771
H25 3.388 4.396 -7.874
H26 4.288 5.891 -7.484
H27 2.215 5.032 -5.845
H28 3.708 5.742 -5.162
C20 -3.078 -4.723 4.198
C21 -3.481 -4.412 2.887
C22 -3.271 -3.123 2.393
C23 -2.647 -2.133 3.187
C24 -2.240 -2.467 4.496
C25 -2.462 -3.751 4.999
Si1 -2.369 -0.401 2.586
C26 -3.887 0.145 1.715
C27 -3.965 1.106 0.686
C28 -5.220 1.470 0.185
C29 -6.385 0.875 0.690
C30 -6.309 -0.085 1.710
C31 -5.062 -0.439 2.224
C32 -1.943 0.721 3.974
C33 -2.813 1.803 4.226
C34 -2.663 2.567 5.387
C35 -1.602 2.309 6.267
C36 -0.677 1.296 5.980
C37 -0.837 0.523 4.828
H29 -3.255 -5.713 4.596
H30 -3.967 -5.156 2.249
H31 -3.606 -2.874 1.392
H32 -1.788 -1.696 5.107
H33 -2.161 -3.967 6.031
H34 -3.052 1.565 0.308
H35 -5.291 2.231 -0.600
H36 -7.358 1.152 0.295
H37 -7.197 -0.568 2.112
H38 -4.994 -1.179 3.020
H39 -3.623 1.999 3.528
H40 -3.389 3.355 5.603
H41 -1.491 2.902 7.171
H42 0.166 1.090 6.647
H43 -0.110 -0.255 4.605

Summary:
**Energy**: -82566.301 eV
**E_HOMO (spin up / spin down)**: -0.2240 / -0.2288 Ha
**Spin multiplicity**: 2
**Lowest unoccupied orbital energy (spin up / spin down)**: 0.22 / -0.49 eV
**ΔE to the lowest compared entry with this formula, charge and spin**: 0.0 kcal/mol